[1]
Computed, not measured: a single C5H4O2 molecule, with ωB97M-V/def2-TZVPD.

The geometry in XYZ format:
```
11
Properties=species:S:1:pos:R:3:forces:R:3:lowdin_charge:R:1
O 2.1020 -1.3769 0.2635 -0.3 0.7 -0.3 0.149
C 1.2115 -0.6466 -0.0063 -0.8 -1.2 -0.3 -0.314
O -0.1437 -1.4588 -0.3278 1.4 0.9 1.3 0.022
C -1.2908 -0.8613 -0.0769 0.1 0.6 0.1 -0.157
C -1.4110 0.4899 -0.1456 -0.1 -0.1 0.1 -0.085
C -0.2336 1.2838 -0.1945 0.2 0.0 -0.1 -0.070
C 1.0332 0.7833 -0.1109 -0.5 -0.2 -0.2 -0.013
H -2.0931 -1.4878 0.3313 0.1 -0.1 -0.8 0.134
H -2.3788 0.9624 -0.0676 0.0 -0.1 0.2 0.100
H -0.3680 2.3617 -0.1935 0.1 -0.1 -0.1 0.113
H 1.8928 1.4530 -0.0209 -0.2 -0.6 0.0 0.120
```
Forces are in eV/Å.

SMILES: O=c1cccco1
Energy above the lowest of the compared OMol25 structures with the same formula, charge and spin: 15.4 kcal/mol
Highest occupied orbital energy: -8.93 eV
Lowest unoccupied orbital energy: -0.1 eV
Kohn-Sham gap: 8.80 eV
Energy: -343.367873 hartree

[2]
Computed, not measured: a single C5H4O2 molecule, with ωB97M-V/def2-TZVPD.

The geometry in XYZ format:
```
11
Properties=species:S:1:pos:R:3:forces:R:3:lowdin_charge:R:1
O -0.7198 2.2843 0.3119 0.2 -0.5 -0.3 0.145
C -0.3300 1.1842 0.0268 -0.2 0.4 0.1 -0.308
C -1.1526 -0.0716 -0.2268 -0.1 0.0 0.0 -0.092
C -0.1584 -1.1589 0.1127 0.1 0.0 0.0 -0.041
C 1.1054 -0.7234 0.2184 -0.1 0.0 0.0 0.000
C 1.1538 0.7369 -0.0159 0.4 0.2 0.0 -0.326
O 2.0993 1.4577 -0.2202 -0.4 -0.3 0.2 0.128
H -2.0723 -0.0942 0.3638 0.1 0.0 0.0 0.126
H -1.4358 -0.1052 -1.2884 0.0 0.0 0.2 0.135
H -0.4683 -2.1906 0.2569 0.1 0.2 -0.1 0.114
H 1.9785 -1.3192 0.4609 -0.1 0.1 -0.1 0.119
```
Forces are in eV/Å.

SMILES: O=C1C=CCC1=O
Energy above the lowest of the compared OMol25 structures with the same formula, charge and spin: 13.1 kcal/mol
Highest occupied orbital energy: -9.41 eV
Lowest unoccupied orbital energy: -0.5 eV
Kohn-Sham gap: 8.87 eV
Energy: -343.371541 hartree

[3]
Computed, not measured: a single C5H4O2 molecule, with ωB97M-V/def2-TZVPD.

The geometry in XYZ format:
```
11
Properties=species:S:1:pos:R:3:forces:R:3:lowdin_charge:R:1
C 1.5362 0.8571 -0.0820 2.5 0.5 0.8 -0.362
C 0.4583 1.4249 0.4585 0.3 -1.8 -0.5 0.044
C 0.7187 -1.0477 0.0474 1.7 -0.8 0.3 -0.170
C -0.8696 0.8359 0.2737 -2.6 -1.0 -0.1 -0.235
C -0.6493 -0.6718 -0.1778 -2.8 1.2 -1.8 -0.149
O 2.7169 0.7449 -0.2834 -1.4 0.1 -0.5 0.075
O 1.4010 -1.9994 0.0492 -0.8 1.7 0.1 0.232
H -1.4431 0.7088 1.3077 0.8 0.9 -2.3 0.135
H -1.5234 1.3770 -0.5784 1.2 -1.0 2.2 0.152
H -0.9951 -0.8513 -1.2499 1.2 0.6 0.8 0.162
H -1.3507 -1.3784 0.2350 -0.1 -0.5 1.0 0.116
```
Forces are in eV/Å.

Energy above the lowest of the compared OMol25 structures with the same formula, charge and spin: 108.6 kcal/mol
Highest occupied orbital energy (spin up / spin down): -8.37 / -8.68 eV
Lowest unoccupied orbital energy (spin up / spin down): -1.4 / -1.4 eV
Kohn-Sham gap (spin up / spin down): 7.00 / 7.31 eV
Energy: -343.219238 hartree

[4]
Computed, not measured: a molecular structure, C5H4O2, with ωB97M-V/def2-TZVPD.

The geometry in XYZ format:
```
11
Properties=species:S:1:pos:R:3:forces:R:3:lowdin_charge:R:1
O -2.2352 0.1990 -0.6905 0.6 -0.1 0.0 0.123
C -1.0774 -0.0977 -0.6179 -0.6 0.1 0.0 -0.356
O 0.3152 -0.2592 2.1909 0.0 0.4 -0.2 0.069
C 0.1610 0.7103 1.4881 0.0 -0.2 0.2 -0.217
C 0.1903 0.6320 -0.0208 0.1 0.1 0.1 -0.170
C 0.8902 -0.5965 -0.5714 0.0 -0.1 -0.1 0.008
C -0.2033 -1.2250 -1.0288 0.1 0.0 0.0 0.040
H -0.0320 1.7103 1.9255 0.0 -0.1 0.0 0.126
H 0.4187 1.6008 -0.4791 0.0 -0.1 0.1 0.143
H 1.9424 -0.8599 -0.5582 -0.2 0.0 0.0 0.121
H -0.3872 -2.1811 -1.5061 0.0 0.2 0.0 0.112
```
Forces are in eV/Å.

Energy above the lowest of the compared OMol25 structures with the same formula, charge and spin: 36.0 kcal/mol
Highest occupied orbital energy: -9.92 eV
Lowest unoccupied orbital energy: 0.3 eV
Kohn-Sham gap: 10.21 eV
Energy: -343.334914 hartree